Entry 1:
Entry from the Open Molecules 2025 dataset: C8H8N6O3PdS2 as an isolated structure at a distorted geometry (the ωB97M-V functional and the def2-TZVPD basis).

The frontier orbital gap (spin up / spin down) comes out at 7.78 / 5.66 eV. As for the expectation value of S²: 2.012. Its spin multiplicity is 3.

Last column: Mulliken charge in e.
Atoms and positions in Å:
Pd  -0.5194  0.3164  -1.0201  0.146
N  4.0157  -0.6594  -0.8153  0.115
C  2.9888  -0.5670  -1.6708  -0.184
N  1.8642  -0.5472  -1.0014  -0.107
C  2.2736  -0.6213  0.2948  0.191
N  3.5736  -0.7020  0.4545  -0.661
C  1.3425  -0.5882  1.4428  0.344
C  1.8092  -0.5987  2.7521  -0.097
N  0.9805  -0.6294  3.7916  -0.601
C  -0.3196  -0.6196  3.5153  -0.328
C  -0.7841  -0.5468  2.2127  -0.141
N  0.0486  -0.5395  1.1801  -0.028
H  5.0004  -0.7092  -1.0069  0.194
H  3.1007  -0.5079  -2.7436  0.469
H  2.8740  -0.5831  2.9510  0.458
H  -1.0070  -0.6700  4.3517  0.381
H  -1.8424  -0.4992  1.9892  0.362
O  1.0586  2.5469  -0.3797  -0.519
N  0.3132  2.0909  -1.2424  0.440
O  -0.0041  2.7711  -2.2142  -0.566
C  -3.2945  1.2662  -2.0762  -0.820
O  -4.0753  0.3145  -1.3118  -0.315
C  -3.5833  -0.8604  -1.0390  0.476
S  -4.3871  -1.9552  -0.1172  -0.157
S  -2.0536  -1.4376  -1.5113  -0.161
H  -3.9745  2.0802  -2.2974  0.290
H  -2.9316  0.8216  -2.9932  0.436
H  -2.4673  1.6340  -1.4950  0.383

---

Entry 2:
Entry from the Open Molecules 2025 dataset: an isolated molecule of C3H7N (the ωB97M-V functional and the def2-TZVPD basis).

The frontier orbital gap comes out at 10.51 eV. The structure (SMILES) is CN1CC1.

Last column: Mulliken charge in e.
Atoms and positions in Å:
C  1.2042  0.5588  0.3511  -0.710
N  0.4295  -0.4710  -0.3088  -0.302
C  -0.8030  -0.7788  0.3759  -0.479
C  -0.8184  -0.0979  -0.9419  -0.224
H  0.5585  1.1108  1.0717  0.284
H  1.6530  1.2231  -0.3981  0.274
H  2.0114  0.0705  0.9108  0.246
H  -1.0539  -1.8259  0.5162  0.234
H  -0.9929  -0.1019  1.2193  0.207
H  -1.0211  -0.6204  -1.8727  0.235
H  -1.1672  0.9327  -0.9235  0.236

---

Entry 3:
Entry from the Open Molecules 2025 dataset: a 9-piece molecular cluster, C9H36N18O9 overall at a distorted geometry (the ωB97M-V functional and the def2-TZVPD basis).

The frontier orbital gap comes out at 8.91 eV. The structure (SMILES) is NC(N)=O.NC(N)=O.NC(N)=O.NC(N)=O.NC(N)=O.NC(N)=O.NC(N)=O.NC(N)=O.NC(N)=O.

Last column: Mulliken charge in e.
Atoms and positions in Å:
N  -1.5324  -0.1082  -0.6940  -0.024
C  -0.2177  -0.0409  -0.5110  0.574
N  0.2297  1.1405  -0.0883  -0.318
O  0.5280  -1.0122  -0.7241  -0.892
H  -1.9913  0.7742  -0.5164  0.103
H  -2.0123  -0.9747  -0.8649  0.113
H  1.2390  1.1833  -0.0819  0.309
H  -0.2865  1.6973  0.5765  0.064
N  -5.2137  1.5949  -3.7016  -0.444
C  -5.1639  0.2576  -3.5999  0.542
N  -4.5447  -0.1532  -2.4892  -0.152
O  -5.7321  -0.4722  -4.4268  -0.669
H  -5.5615  1.9211  -4.5899  0.252
H  -4.4182  2.1033  -3.3460  0.198
H  -4.5238  -1.1238  -2.2087  0.187
H  -4.4048  0.6066  -1.8427  0.118
N  -2.8780  -3.9460  -0.5727  -0.327
C  -2.9802  -3.3686  -1.7748  0.553
N  -1.7790  -2.8891  -2.1769  -0.281
O  -4.0586  -3.1913  -2.3336  -0.733
H  -3.7691  -4.2370  -0.2036  0.200
H  -1.9987  -4.3435  -0.2819  0.159
H  -1.5849  -2.5952  -3.1180  0.168
H  -1.0776  -3.0953  -1.4864  0.146
N  4.3604  2.1524  1.9007  -0.285
C  3.1730  2.5176  2.3223  0.604
N  2.2884  2.8970  1.3996  -0.147
O  2.7377  2.4045  3.4830  -0.852
H  4.6327  2.3146  0.9476  0.219
H  4.9700  1.8236  2.6327  0.221
H  2.5387  3.1272  0.4520  0.058
H  1.3273  3.0646  1.6990  0.226
N  3.3529  -3.0094  1.6139  -0.316
C  3.9110  -1.7908  1.6068  0.467
N  3.3131  -1.0224  0.6562  0.072
O  4.7512  -1.4379  2.4304  -0.707
H  3.8489  -3.5481  2.3103  0.191
H  2.8007  -3.4542  0.8859  0.420
H  3.5951  -0.1112  0.3144  0.189
H  2.5250  -1.3692  0.1413  0.176
N  3.1891  2.7238  -2.5343  -0.398
C  3.8962  1.6783  -2.0210  0.609
N  4.8689  1.3100  -2.8577  -0.474
O  3.7101  1.2730  -0.8869  -0.809
H  3.3970  3.0467  -3.4628  0.168
H  2.7970  3.4085  -1.9109  0.197
H  5.5711  0.7367  -2.4164  0.234
H  4.8607  1.5463  -3.8318  0.161
N  -3.4407  4.2092  1.2056  -0.465
C  -3.4566  2.8942  0.9457  0.561
N  -4.2918  2.3134  1.8936  -0.480
O  -3.0476  2.4270  -0.0935  -0.686
H  -3.6686  4.4785  2.1442  0.200
H  -2.6420  4.5768  0.6984  0.260
H  -4.9181  1.5453  1.7220  0.174
H  -4.3062  2.7716  2.7852  0.183
N  -1.6998  1.3451  3.2969  -0.402
C  -0.4814  1.9391  3.2215  0.750
N  0.3496  1.2861  4.0537  -0.305
O  -0.2465  2.9039  2.4943  -0.806
H  -1.7328  0.4124  3.6651  0.223
H  -2.4490  1.6875  2.7153  0.205
H  -0.1999  0.7831  4.7255  0.143
H  1.3470  1.4153  4.1586  0.288
N  1.9135  -5.6969  -0.2691  -0.345
C  1.1133  -4.6420  -0.1240  0.413
N  1.5589  -3.4948  -0.6893  -0.280
O  0.3363  -4.5987  0.8331  -0.640
H  1.4368  -6.5838  -0.1960  0.260
H  2.7532  -5.7635  -0.8215  0.207
H  1.0127  -2.6394  -0.6305  0.335
H  2.0763  -3.5788  -1.5524  0.136

---

Entry 4:
Entry from the Open Molecules 2025 dataset: Br2Cu as an isolated structure at a distorted geometry (the ωB97M-V functional and the def2-TZVPD basis).

The frontier orbital gap comes out at 7.67 eV. As for the total charge: -1.

Last column: Mulliken charge in e.
Atoms and positions in Å:
Cu  -0.0854  0.4452  -0.8832  0.360
Br  -0.5215  -2.1374  -0.6971  -0.632
Br  0.6069  1.6922  1.5803  -0.728

---

Entry 5:
Entry from the Open Molecules 2025 dataset: a 2-piece molecular cluster, C2H6IO2 overall at a distorted geometry (the ωB97M-V functional and the def2-TZVPD basis).

The frontier orbital gap comes out at 6.44 eV. As for the total charge: -1.

Last column: Mulliken charge in e.
Atoms and positions in Å:
I  5.4780  30.1091  2.8743  -0.994
C  1.8435  24.2812  2.9885  -0.427
C  3.1524  23.7509  2.4616  -0.356
O  4.2846  24.3805  3.0974  -0.545
O  1.4962  25.4772  2.3455  -0.538
H  1.9814  24.5657  4.0317  0.288
H  1.0705  23.5128  2.9785  0.339
H  3.2477  23.9748  1.3991  0.260
H  3.1982  22.6694  2.5896  0.317
H  4.3261  25.3119  2.8688  0.323
H  2.1509  26.0979  2.6738  0.334

---

Per-record DFT total energy, eV: -48654.62455 -4713.03599 -55174.70835 -184728.17525 -14368.65612
Per-record energy above the lowest of the compared OMol25 structures with the same formula, charge and spin, kJ/mol: 125.42 108.17 234.05 34.27 81.34